*P*
This record from the Open Molecules 2025 dataset describes 2 unconnected molecules or ions with the total composition C3H11N2. The level of theory is ωB97M-V/def2-TZVPD.

* charge: +1

Geometry (Å):
C -2.14709 -0.64795 -0.88244
N -1.25238 -0.37064 0.33657
H -1.47809 -0.76414 -1.72987
H -2.70921 0.27359 -0.98931
H -2.72893 -1.53351 -0.69639
H -1.40283 -1.11756 1.01708
H -0.21965 -0.46778 0.14655
H -1.44974 0.49068 0.83110
C 1.49864 1.73661 0.07748
C 1.69959 0.57267 0.68753
N 1.58240 -0.74873 0.11255
H 1.44198 1.73439 -1.01071
H 1.15137 2.61899 0.59457
H 2.00543 0.44780 1.72321
H 1.88795 -0.80086 -0.85671
H 2.12055 -1.42358 0.63876


*Q*
This record from the Open Molecules 2025 dataset describes 2 unconnected molecules or ions with the total composition C3H11N2. The level of theory is ωB97M-V/def2-TZVPD.

* charge: +1

Geometry (Å):
C -0.13454 -2.78192 0.64093
N -0.67507 -1.61343 0.64843
H -0.81352 -3.63413 0.58207
H 0.94163 -2.92176 0.70558
H -0.49401 -0.26476 0.00038
H -1.46812 -1.70446 1.29435
C 1.19000 0.77900 -1.01910
N -0.15808 0.71047 -0.47997
C -0.49030 1.85268 0.38186
H 1.89803 0.89538 -0.19836
H 1.34514 1.61752 -1.69408
H 1.48188 -0.14154 -1.52097
H -0.92414 0.73014 -1.15633
H -0.19839 1.67610 1.41137
H 0.05270 2.72128 0.02063
H -1.55319 2.07942 0.38320


Which structure is most stable? *P*, by 79.1 kJ/mol over the runner-up.


*P*
This record from the Open Molecules 2025 dataset describes 2 unconnected molecules or ions with the total composition C2H3NO3. The level of theory is ωB97M-V/def2-TZVPD.

Geometry (Å):
C 1.02472 0.97057 -0.58984
C 0.06458 -0.13391 -0.34970
N -1.85246 1.14569 1.93564
O -2.83093 1.69286 2.41555
O -0.87799 1.56855 1.34937
O -0.20029 0.73697 -1.21330
H 1.01453 1.61409 0.28399
H 1.85910 0.90153 -1.26681
H -2.00655 0.04706 1.94473


*Q*
This record from the Open Molecules 2025 dataset describes a molecular structure, C2H3NO3. The level of theory is ωB97M-V/def2-TZVPD.

Geometry (Å):
C -0.10566 -0.13350 -0.49289
C 1.25982 0.37402 -0.74703
H -2.04611 -1.13492 0.48306
H 0.34822 0.54272 1.27411
H 1.47425 0.77055 0.33948
N -0.27130 -0.43098 0.85019
O -1.61180 -0.19507 1.26698
O -1.01527 -0.49666 -1.26089
O 1.96785 0.70382 -1.71301


*R*
This record from the Open Molecules 2025 dataset describes a single C2H3NO3 molecule. The level of theory is ωB97M-V/def2-TZVPD.

Geometry (Å):
C -0.01702 -0.87459 -0.05945
C -1.16033 0.02673 -0.05625
H 2.29398 0.46207 -0.17503
H -0.20713 -1.87975 0.04129
H -0.08228 1.50890 -0.05496
N 1.17424 -0.71103 0.00473
O 1.37091 0.62733 0.18346
O -1.07186 1.29287 -0.03427
O -2.30050 -0.45252 0.15047


*S*
This record from the Open Molecules 2025 dataset describes a single C2H3NO3 molecule. The level of theory is ωB97M-V/def2-TZVPD.

Geometry (Å):
C -1.08040 0.04434 -0.02943
C 0.41338 0.08471 -0.09962
N -0.51576 -0.05098 -1.18064
O 1.09709 1.32005 0.04114
O 1.16378 -0.97503 0.24483
O -2.42360 -0.07987 0.34741
H 1.05835 1.90140 -0.64247
H 1.90107 -0.65960 0.68416
H -3.07582 -0.00025 -0.42444


Which structure is most stable? *S*, by 35.0 kJ/mol over the runner-up.


*P*
This record from the Open Molecules 2025 dataset describes a single C2H3NO3 molecule. The level of theory is ωB97M-V/def2-TZVPD.

Geometry (Å):
C 0.45378 0.33094 0.06381
C -0.77286 -0.07957 -0.14246
N -3.19366 -0.04511 -0.00383
O -4.08867 0.77017 -0.05064
O -3.20268 -1.23516 0.09795
O -1.94113 0.60585 0.03652
H 1.22928 -0.26082 -0.21358
H 0.68243 1.30133 0.55371
H -0.80691 -0.99149 -0.56518


*Q*
This record from the Open Molecules 2025 dataset describes a single C2H3NO3 molecule. The level of theory is ωB97M-V/def2-TZVPD.

Geometry (Å):
C -0.44511 -0.38354 -0.11832
C -0.32092 1.10667 -0.11025
N -2.73825 0.03487 0.37840
O -3.82809 -0.18722 0.01348
O -1.80673 -0.81728 -0.24392
O -1.19919 1.89945 -0.34488
H -0.06082 -0.75188 -1.09926
H 0.12074 -0.58676 0.73028
H 0.64588 1.47180 0.23428


*R*
This record from the Open Molecules 2025 dataset describes a single C2H3NO3 molecule. The level of theory is ωB97M-V/def2-TZVPD.

Geometry (Å):
C -1.53549 0.22186 -0.01399
C -0.09591 0.52332 0.06020
N 0.70912 -0.76884 0.20650
O -2.07052 -0.83773 -0.11584
O 0.47334 1.57736 0.04740
O 2.03428 -0.51667 0.03669
H -2.19362 1.08665 -0.01235
H 0.49450 -1.71887 0.08715
H 2.18431 0.43293 -0.29576


Which structure is most stable? *R*, by 110.5 kJ/mol over the runner-up.


*P*
This record from the Open Molecules 2025 dataset describes 2 unconnected molecules or ions with the total composition C2H3NO3. The level of theory is ωB97M-V/def2-TZVPD.

Geometry (Å):
C 1.17829 -0.59852 0.18125
C -0.29723 -0.63177 -0.12772
N -0.96686 1.26546 -0.37965
O -0.29321 2.09594 0.12686
O -2.02381 1.10020 -0.86739
O 0.15159 -0.79098 1.13165
H 1.78975 -1.41334 0.03263
H 1.51102 0.37133 0.34070
H -1.04952 -1.39832 -0.43832


*Q*
This record from the Open Molecules 2025 dataset describes 2 unconnected molecules or ions with the total composition C2H3NO3. The level of theory is ωB97M-V/def2-TZVPD.

Geometry (Å):
C -2.19074 -0.21719 -0.10521
C 0.46774 -0.77494 0.48151
N 1.30134 0.10148 0.12150
O 0.81438 1.40741 -0.05093
O 2.51284 -0.05258 -0.09905
O -3.17094 0.41253 0.07465
H -2.02227 -1.03372 -0.80443
H 1.58343 1.95922 -0.27367
H 0.70423 -1.80220 0.65562


Which structure is most stable? *P*, by 176.3 kJ/mol over the runner-up.


*P*
This record from the Open Molecules 2025 dataset describes 21 unconnected molecules or ions with the total composition H42O21. The level of theory is ωB97M-V/def2-TZVPD.

Geometry (Å):
O -3.78079 -2.88773 1.96024
H -3.30657 -2.54127 2.72627
H -4.18036 -2.14255 1.52596
O -0.59524 -2.04740 -2.24469
H -0.80107 -2.99540 -2.24124
H -1.21480 -1.73825 -2.92983
O -0.96672 -2.03189 0.51594
H -0.71594 -2.96178 0.51404
H -0.99188 -1.88243 -0.45267
O 1.54316 -4.48848 -0.04777
H 0.67967 -4.54279 0.34462
H 1.82475 -3.75415 -0.58864
O -1.25788 1.92485 3.35635
H -1.39846 2.23279 2.45013
H -0.60934 2.60757 3.58087
O -3.59852 0.52929 -0.54565
H -3.97393 1.11743 0.11439
H -2.69921 0.90666 -0.65192
O -2.00602 -4.25083 -0.15903
H -2.87710 -3.83921 -0.08359
H -2.04762 -4.90724 0.54649
O 2.41784 1.75162 2.85624
H 1.81881 1.01336 2.91249
H 3.33321 1.70786 2.99887
O -1.43888 -2.12941 3.71185
H -1.56720 -1.36112 3.15278
H -0.59966 -2.01431 4.14837
O -0.96092 0.80780 -0.49569
H -0.79106 0.30455 0.31956
H -1.40277 0.10563 -0.99943
O -3.80608 1.89741 -2.62962
H -3.62732 2.79038 -2.33674
H -4.57652 1.48078 -2.25222
O 2.30003 0.85791 -4.31886
H 2.15138 1.81083 -4.34506
H 2.01312 0.52000 -5.16682
O 0.53087 -0.89727 2.05684
H -0.26182 -1.30516 1.57064
H 0.31382 -0.57524 2.92316
O 0.76151 1.58367 -2.43819
H 1.46709 1.08658 -2.89487
H 0.16943 1.26914 -1.83743
O -2.18885 -0.45876 -4.26747
H -1.64305 -0.28370 -5.02679
H -2.78211 0.22207 -3.94615
O 4.72074 -0.07942 1.47968
H 5.07098 0.61329 2.03807
H 4.62945 0.28051 0.59085
O 1.52509 3.59347 0.51410
H 2.23839 4.15010 0.21824
H 1.83322 3.19947 1.33413
O 2.82331 0.34507 -1.06213
H 2.61890 1.08244 -0.47949
H 2.07111 -0.20176 -1.13056
O 2.82744 -1.91665 3.14676
H 3.66132 -1.94527 2.67533
H 2.13572 -1.74232 2.49204
O -1.75669 3.78961 0.38802
H -1.52386 4.71090 0.45473
H -1.29686 3.28908 -0.28776
O 3.54872 3.01095 -1.02658
H 3.55791 2.11122 -1.38602
H 2.65812 3.21748 -1.34515


*Q*
This record from the Open Molecules 2025 dataset describes 21 unconnected molecules or ions with the total composition H42O21. The level of theory is ωB97M-V/def2-TZVPD.

Geometry (Å):
O -2.93313 1.91239 -0.64656
H -2.85946 0.98206 -0.90266
H -2.12120 2.26843 -1.00510
O 2.00595 -4.16681 1.87214
H 2.40312 -3.48423 2.41742
H 2.44771 -4.19589 1.02091
O 4.29247 0.66188 -2.26990
H 4.94995 0.05312 -2.59623
H 4.81521 1.11457 -1.61061
O -2.16595 3.83429 1.18041
H -2.29863 2.98175 0.74915
H -2.49050 3.91991 2.06557
O 3.25978 0.66380 3.88572
H 3.11190 0.28892 2.99651
H 2.45505 0.49445 4.38340
O -3.64015 -3.23894 -0.50733
H -2.93531 -3.14853 0.14605
H -4.34188 -2.72310 -0.17046
O 0.26585 0.92355 -4.13745
H 0.16440 1.72576 -4.65605
H -0.54979 0.44710 -4.29744
O 2.57826 3.83084 3.01362
H 2.06479 3.26515 2.41484
H 3.36713 3.30968 2.83019
O -0.72807 -3.68520 -0.18684
H -0.42973 -3.46862 0.70370
H 0.08119 -3.81360 -0.68859
O -2.91537 -2.17485 -2.96996
H -3.28948 -2.66476 -2.20538
H -3.63570 -1.97176 -3.54749
O -1.98281 0.18767 1.64151
H -2.62935 0.06168 2.34061
H -2.39578 0.66885 0.90872
O 2.65242 -2.42429 -0.30602
H 2.91299 -1.90436 0.46872
H 1.76388 -2.70588 -0.10581
O 2.15865 -0.86911 1.96779
H 1.94861 -0.71388 2.89340
H 1.51093 -0.48965 1.40330
O 0.21744 -0.92334 4.27410
H -0.26232 -0.12219 4.51682
H -0.43289 -1.58158 4.54586
O -0.12331 3.70539 -2.52442
H -0.23587 4.06653 -1.64023
H 0.37828 2.88260 -2.46351
O 1.81059 -3.79377 -2.30112
H 2.65688 -3.82303 -1.84295
H 1.76227 -2.83657 -2.41700
O 1.83256 3.29359 0.03143
H 1.94820 4.21378 -0.14790
H 1.67013 2.75124 -0.73909
O 0.40138 1.23217 -1.43609
H 1.25527 0.78587 -1.37227
H 0.33649 1.24568 -2.42238
O -1.54136 -0.65393 -1.55132
H -1.86621 -1.40369 -2.10026
H -0.86515 -0.09436 -1.95281
O -0.94804 1.13635 3.95726
H -1.56463 0.98477 3.22163
H -1.07770 2.05026 4.22293
O -4.34849 0.33554 -2.80362
H -3.81916 -0.41930 -2.53703
H -4.05231 1.21562 -3.01184


Which structure is most stable? *Q*, by 39.5 kJ/mol over the runner-up.


*P*
This record from the Open Molecules 2025 dataset describes a single C14H19NO4 molecule. The level of theory is ωB97M-V/def2-TZVPD.

Geometry (Å):
N 2.75636 1.76723 1.39587
O -1.46064 -2.42423 0.25933
O -2.46668 -0.51489 -1.55100
O 0.81350 -1.80927 1.77192
O -1.09557 1.87955 -1.90141
C 2.40194 0.50116 1.30091
C -0.78334 -1.23513 0.06139
C -1.29893 -0.27559 -0.82649
C 0.37606 -0.94326 0.81256
C -0.63021 0.93868 -1.01447
C 1.09519 0.26865 0.60064
C 0.55043 1.21325 -0.27362
C -1.38891 -3.30725 -0.89133
C -3.64769 0.05605 -0.97460
C -0.01635 -1.82533 2.92426
C -0.61567 1.65407 -3.20512
C 3.38974 -0.56685 1.71540
C 1.83926 2.86541 0.93494
C 1.27917 2.51875 -0.42104
H -0.38751 -3.29194 -1.34202
H -2.13044 -3.04501 -1.66153
H -1.65401 -4.34958 -0.57135
H -4.49711 -0.00531 -1.69057
H -3.97684 -0.52226 -0.08420
H -3.47550 1.11093 -0.68322
H 0.02233 -2.81279 3.37169
H -1.03713 -1.59693 2.66736
H 0.30510 -1.15134 3.70945
H -0.92778 2.44190 -3.92535
H 0.50063 1.70045 -3.13503
H -0.87100 0.67350 -3.59818
H 3.08967 -0.94894 2.68145
H 4.38954 -0.14850 1.82635
H 3.42536 -1.39424 1.00986
H 1.05392 2.99504 1.67210
H 2.42087 3.79728 0.91670
H 2.07403 2.46641 -1.15380
H 0.57823 3.32031 -0.72789


*Q*
This record from the Open Molecules 2025 dataset describes a single C14H19NO4 molecule. The level of theory is ωB97M-V/def2-TZVPD.

Geometry (Å):
C 1.36705 3.66821 -0.68107
C 1.00568 3.95884 0.76770
H -0.07977 3.93279 0.90518
H 1.40061 4.92481 1.08764
O 1.60543 2.99981 1.64879
C 0.91584 1.88962 1.90166
O -0.17924 1.64481 1.47299
C 1.72115 0.97832 2.82695
O 1.11094 -0.26204 3.03961
C 0.80169 -1.02678 1.94380
C -0.07407 -2.08683 2.16797
C -0.49613 -2.87494 1.11765
C -0.05552 -2.62970 -0.17841
C 0.86095 -1.60867 -0.38141
C 1.29904 -0.81629 0.66449
H 2.00427 -0.02474 0.46062
H 1.22437 -1.41194 -1.37956
C -0.65864 -3.34024 -1.35445
H -0.02982 -3.19169 -2.23202
H -0.75795 -4.41022 -1.16784
C -2.05774 -2.74866 -1.64336
N -2.09472 -1.31363 -1.46436
C -1.53691 -0.45986 -2.35884
O -1.14666 -0.81013 -3.45172
C -1.50935 0.97510 -1.87348
H -0.95562 1.58433 -2.58226
H -1.05155 1.03699 -0.88795
H -2.52730 1.35297 -1.80419
H -2.22725 -0.98135 -0.52197
H -2.80088 -3.18424 -0.97291
H -2.33472 -2.96244 -2.67788
H -1.19429 -3.67876 1.30230
H -0.42964 -2.25535 3.17204
H 2.74189 0.88227 2.43141
H 1.78064 1.45314 3.81093
H 0.92900 4.42638 -1.32341
H 0.98249 2.69482 -0.97562
H 2.44671 3.67532 -0.80900


Which structure is most stable? *Q*, by 331.3 kJ/mol over the runner-up.